14
Properties=species:S:1:pos:R:3:forces:R:3 method="wB97M-V/def2-TZVPD" multiplicity=3 relative_energy_ev=2.265 s2=2.008 homo_lumo_gap_ha="0.1410 / 0.3293" homo_ha="-0.131 / -0.353" total_charge=0 total_energy_ha=-415.80196
C 0.20656 1.44696 -0.20682 -1.598 2.661 -1.380
C -2.42632 -0.25038 0.16603 -1.368 -0.432 -0.459
C 1.59944 -0.07328 0.67804 -0.333 -0.010 1.587
C -0.09496 0.26321 -0.95190 0.659 0.318 0.467
N 1.07477 1.28725 0.77750 3.572 -3.890 3.057
N 0.58918 -0.84252 -0.23074 -0.360 0.168 -1.339
O -2.11976 -1.33395 0.45791 0.601 -0.275 0.577
O -2.94173 0.71831 -0.18623 0.083 0.676 0.252
H -0.06825 2.49216 -0.19685 -1.075 -0.347 -1.189
H 2.52339 -0.14355 0.14205 0.825 0.143 -0.444
H 1.77399 -0.71126 1.66024 -0.769 1.418 -1.645
H -1.02423 0.13226 -1.44936 -0.282 -0.762 -0.664
H 0.89465 -1.50273 -0.94118 1.129 0.293 -0.144
H 0.01328 -1.48248 0.28130 -1.083 0.040 1.323